Entry 1:
ORCA calculation (wB97M-V/def2-TZVPD) on C44H32CdN4S2SeTe as an isolated structure.

Cartesian coordinates (Å):
Cd -1.064539 -0.350181 1.132713
C -2.248132 4.191284 0.272166
C -2.989569 4.043582 -0.876562
C -3.233888 2.754497 -1.284924
C -2.753467 1.687026 -0.546332
N -1.996449 1.842284 0.548736
C -1.782732 3.090121 0.975158
C -3.025394 0.304416 -1.019586
C -4.243562 0.143918 -1.691801
C -4.576119 -1.107487 -2.202742
C -3.760093 -2.228958 -1.964617
C -2.563966 -2.017988 -1.334598
C -2.124475 -0.748547 -0.779028
H -2.071223 5.210009 0.660089
H -3.306868 4.896500 -1.418382
H -3.762395 2.512575 -2.196441
H -1.198137 3.120620 1.901889
H -4.879861 0.995098 -1.910133
H -5.560497 -1.284702 -2.637974
H -4.082618 -3.189605 -2.310240
H -1.894157 -2.872932 -1.200119
S 2.884465 0.528783 7.601185
C 2.150666 -0.267086 8.899206
C 0.999315 -0.926973 8.548458
C 0.746053 -0.771909 7.159611
C 1.691911 -0.057251 6.452751
C 1.834136 0.234780 5.014169
C 0.665039 0.184050 4.148406
N 0.752090 0.344822 2.847759
C 1.969183 0.675449 2.305322
C 3.109139 0.825302 3.098694
C 4.330991 1.185139 2.490443
C 4.478129 1.315230 1.165614
C 3.341497 1.130132 0.323857
C 3.441505 1.239891 -1.044858
C 2.326205 1.099137 -1.830141
C 1.134113 0.727347 -1.222467
N 1.054698 0.564262 0.089406
C 2.109944 0.762180 0.881498
C 2.463303 1.427988 -3.276247
C 2.339949 0.738217 -4.455259
C 2.852204 1.465760 -5.550363
C 3.290539 2.725630 -5.234798
S 3.096188 3.010582 -3.582081
C 3.041846 0.560238 4.465163
H 2.566717 -0.191532 9.866587
H 0.353409 -1.535720 9.200255
H -0.090684 -1.263412 6.624239
H -0.326562 0.026872 4.574041
H 5.267186 1.341482 3.063168
H 5.417101 1.642568 0.775439
H 4.382429 1.438563 -1.565808
H 0.201772 0.589894 -1.787922
H 2.006134 -0.288555 -4.435267
H 2.845569 1.097488 -6.565703
H 3.710475 3.434269 -5.930512
H 3.958989 0.616743 5.037022
Se -2.721752 -1.763457 2.610509
C -2.621868 -1.778389 4.542321
C -2.358080 -2.996511 5.200097
C -2.332527 -3.005352 6.595558
N -2.421518 -1.939998 7.374011
C -2.640683 -0.788741 6.761633
C -2.789075 -0.644329 5.365414
H -2.207803 -3.935072 4.615169
H -2.040957 -3.864699 7.132438
H -2.574128 0.095207 7.378999
H -2.946439 0.320170 4.905988
C -0.945700 0.183900 -6.338805
Te -1.709937 0.159253 -4.356441
C -0.954327 -1.825040 -4.263475
C -0.058996 -1.983129 -5.457197
C 0.856730 -3.006276 -5.578156
C 1.844531 -2.981060 -6.553895
C 1.919795 -1.968384 -7.472419
C 0.888226 -1.028430 -7.457001
C -0.022813 -0.986205 -6.442706
H -0.360540 1.107372 -6.502383
H -1.779295 0.136436 -7.083446
H -1.776361 -2.497510 -4.318088
H -0.472175 -1.996191 -3.278677
H 0.774268 -3.701710 -4.766114
H 2.609897 -3.747687 -6.477057
H 2.652706 -1.958092 -8.239163
H 0.911322 -0.227965 -8.165253

Atoms 1-2, force components in eV/Å:
0.08 0.23 0.04
0.42 1.41 1.40

The calculation puts the HOMO-LUMO gap at 6.6 eV. As for the highest occupied orbital energy: -7.311 eV. The calculation puts the relative energy (zero: lowest compared OMol25 entry of this formula, charge and spin) at 13.5 kJ/mol. The spin multiplicity is 1. As for the calculated total energy: -5548.47575 a.u. The LUMO energy comes out at -0.76 eV.

Atom charges from the Mulliken analysis, given in e for atoms 1 to 6: number 1, Cd, carries 0.59; number 2, C, carries -0.66; number 3, C, carries -0.75; number 4, C, carries -0.72; number 5, C, carries 1.01; number 6, N, carries -0.09

Entry 2:
ORCA calculation (wB97M-V/def2-TZVPD) on a 2-piece molecular cluster, C5H9NO4 overall.

Cartesian coordinates (Å):
C 0.487683 -0.372430 -1.984070
C -0.361835 -0.994166 -0.888492
N 0.410671 -1.460270 0.255600
C -0.275101 -1.296968 1.431187
O -0.093858 -1.834387 2.496734
O -1.317411 -0.463378 1.206846
C -1.350068 -0.044211 -0.148063
C -0.977310 1.421862 -0.273615
O -0.604221 2.104935 0.647825
H 1.168396 0.393682 -1.587270
H 1.093446 -1.152255 -2.462728
H -0.152260 0.080098 -2.753202
H -0.939194 -1.829281 -1.312719
H 1.054654 -2.235695 0.168478
H -2.371099 -0.161977 -0.534560
H -1.043626 1.828408 -1.304471
H 2.129264 1.666905 1.735214
O 1.734133 1.720407 2.623587
H 1.407733 2.628720 2.683719

Atoms 1-2, force components in eV/Å:
0.09 0.04 -0.11
-0.10 -0.17 0.20

The calculation puts the HOMO-LUMO gap at 10.5 eV. As for the highest occupied orbital energy: -10.100 eV. Its SMILES is C[C@H]1NC(=O)O[C@H]1C=O.O. The calculation puts the relative energy (zero: lowest compared OMol25 entry of this formula, charge and spin) at 123.7 kJ/mol. The spin multiplicity is 1. As for the calculated total energy: -551.64267 a.u. The LUMO energy comes out at 0.44 eV.

Atom charges from the Mulliken analysis, given in e for atoms 1 to 6: number 1, C, carries -1.49; number 2, C, carries 0.29; number 3, N, carries -0.21; number 4, C, carries 0.44; number 5, O, carries -0.59; number 6, O, carries -0.36

Entry 3:
ORCA calculation (wB97M-V/def2-TZVPD) on C35H55AsBN2OPSSi2Sn as an isolated structure.

Cartesian coordinates (Å):
Sn 0.196663 0.708401 -0.052429
C 1.371517 3.536539 3.447255
C 1.371161 2.062016 3.043466
C 2.344303 1.254041 3.902255
C -0.056472 1.518775 3.083790
C -0.650443 1.409309 4.500394
O -1.197168 0.069956 4.554546
C -0.866686 -0.529936 3.375142
N -0.199514 0.149474 2.540884
C -1.458153 -1.887687 3.199180
C -1.891927 -2.541509 4.358530
C -2.561216 -3.749709 4.296265
C -2.837787 -4.316073 3.061484
C -2.419634 -3.676283 1.910067
C -1.710243 -2.474648 1.947858
P -1.304944 -1.727586 0.300898
C -0.798358 -3.161669 -0.723095
C -0.167389 -4.288613 -0.192054
C 0.367351 -5.257345 -1.031912
C 0.280225 -5.115314 -2.410098
C -0.346487 -4.000085 -2.952204
C -0.874567 -3.026339 -2.115132
C -2.982663 -1.275398 -0.252356
C -3.442235 -0.032598 0.193197
C -4.711501 0.412405 -0.147930
C -5.528548 -0.379557 -0.943025
C -5.073179 -1.614227 -1.395476
C -3.803615 -2.062738 -1.054550
H 2.374195 3.964694 3.351854
H 1.058484 3.655411 4.492217
H 0.692804 4.121934 2.816916
H 1.699079 1.996310 1.998056
H 2.230226 1.484182 4.967210
H 3.373670 1.488921 3.625328
H 2.199624 0.179408 3.768052
H -0.667331 2.168285 2.448414
H -1.456020 2.111962 4.689882
H 0.098282 1.503416 5.284946
H -1.700506 -2.082234 5.316368
H -2.886976 -4.234256 5.209207
H -3.386337 -5.247964 2.991976
H -2.651315 -4.118515 0.948470
H -0.080973 -4.408800 0.880846
H 0.862573 -6.123247 -0.604165
H 0.706562 -5.869308 -3.061159
H -0.418454 -3.873270 -4.025926
H -1.343624 -2.155358 -2.550537
H -2.799173 0.601071 0.794851
H -5.047690 1.384759 0.195636
H -6.518682 -0.033665 -1.218815
H -5.708150 -2.231582 -2.020968
H -3.456638 -3.020092 -1.424042
C -0.564128 3.694748 -3.219371
As -2.252300 3.539088 -2.311325
C -3.100397 1.941667 -2.965303
C -3.310709 4.968690 -3.040210
S -2.082700 3.663138 -0.232497
H -0.710201 3.662132 -4.300920
H 0.076462 2.868086 -2.918387
H -0.110868 4.634199 -2.919698
H -2.809626 1.759607 -4.003916
H -4.177579 2.061963 -2.882459
H -2.781454 1.106793 -2.347380
H -3.372767 4.877071 -4.126141
H -2.846106 5.909711 -2.770949
H -4.301633 4.917333 -2.604730
C 2.087581 -2.262784 1.268993
Si 3.204130 -1.226860 0.178434
C 3.597445 -2.293388 -1.306218
C 4.778618 -1.050250 1.175546
C 2.373268 0.302814 -0.482204
Si 3.212654 1.940879 -0.614207
C 4.699897 2.241593 0.472557
C 2.071156 3.397466 -0.226253
C 3.737113 2.164437 -2.392519
H 2.477743 -3.285390 1.364431
H 1.093975 -2.329046 0.824009
H 1.970672 -1.843816 2.274870
H 4.029674 -3.257087 -1.007900
H 4.309946 -1.791558 -1.976324
H 2.682734 -2.493287 -1.884393
H 5.317886 -2.003559 1.128948
H 4.565674 -0.840615 2.228969
H 5.449063 -0.273246 0.806721
H 2.249966 0.024771 -1.537241
H 4.436532 2.202765 1.539965
H 5.080091 3.248150 0.256950
H 5.515046 1.534157 0.298669
H 2.206210 3.750102 0.805126
H 1.001790 3.193988 -0.351940
H 2.315363 4.232285 -0.894077
H 4.533102 1.462632 -2.678151
H 4.102034 3.184623 -2.565402
H 2.885635 1.986377 -3.065425
B -0.352254 -0.210976 -4.916618
C -0.184872 0.005445 -3.370201
N -0.125969 0.192845 -2.235216
H 0.759906 -0.346364 -5.392410
H -0.914436 0.782377 -5.347145
H -1.045525 -1.209392 -5.056581

Atoms 1-2, force components in eV/Å:
-0.10 0.00 0.09
-0.03 0.04 -0.08

The calculation puts the HOMO-LUMO gap at 7.0 eV. As for the highest occupied orbital energy: -7.112 eV. The calculation puts the relative energy (zero: lowest compared OMol25 entry of this formula, charge and spin) at 0.0 kJ/mol. The spin multiplicity is 1. As for the calculated total energy: -5344.94211 a.u. The LUMO energy comes out at -0.11 eV.

Atom charges from the Mulliken analysis, given in e for atoms 1 to 6: number 1, Sn, carries 2.21; number 2, C, carries -1.90; number 3, C, carries 3.56; number 4, C, carries -1.64; number 5, C, carries -0.90; number 6, C, carries -0.50

Entry 4:
ORCA calculation (wB97M-V/def2-TZVPD) on one molecule with the formula C8H7NO2.

Cartesian coordinates (Å):
C 1.967304 -0.682664 -0.193888
C 1.850877 0.569972 0.286143
C 0.872178 -1.470160 -0.356400
C 0.613790 1.132788 0.523226
C -0.400506 -0.937981 -0.133389
C -0.517818 0.378558 0.311718
C -1.672772 -1.753022 -0.170019
C -1.893578 0.938173 0.281456
N -2.820184 -1.398938 0.169811
O -2.959738 -0.053217 0.691594
O -2.079169 1.262564 -1.045834
H 2.937282 -1.035189 -0.641504
H 2.658422 1.236562 0.234284
H 0.923774 -2.367718 -0.972753
H 0.623292 2.265948 0.812445
H -1.481134 -2.761742 -0.547159
H -2.163269 1.847580 0.832421
H -3.058079 1.539553 -1.020542

Atoms 1-2, force components in eV/Å:
1.25 -4.10 -2.01
1.40 1.83 0.44

The calculation puts the HOMO-LUMO gap (spin up / spin down) at 6.2 / 6.5 eV. As for the highest occupied orbital energy (spin up / spin down): -5.414 / -9.889 eV. The calculation puts the relative energy (zero: lowest compared OMol25 entry of this formula, charge and spin) at 196.6 kJ/mol. The spin multiplicity is 3. As for the calculated total energy: -514.04764 a.u. The LUMO energy (spin up / spin down) comes out at 0.74 / -3.37 eV.

Atom charges from the Mulliken analysis, given in e for atoms 1 to 6: number 1, C, carries -0.24; number 2, C, carries -0.65; number 3, C, carries -0.54; number 4, C, carries -0.35; number 5, C, carries 0.50; number 6, C, carries 0.50

For the records above, the corresponding strongest force on any atom values read 0.043 0.029 0.015 0.157 hartree/bohr.